C15H11F3GaN3S | ωB97M-V/def2-TZVPD

Properties
ΔE to the lowest compared entry with this formula, charge and spin in kcal/mol: 0.00
E_LUMO in eV: -7.6
DFT total energy in eV: -91555.2073
Charge: +2
Spin multiplicity: 1
Gap between HOMO and LUMO in eV: 8.171
Highest occupied orbital energy in eV: -15.740

CARTESIAN COORDINATES (ANGSTROEM)
Ga (-0.660, 0.505, -0.427)
N (-1.249, -1.438, -1.020)
C (-0.112, -2.028, -1.726)
C (-0.182, -3.218, -2.396)
C (0.956, -3.731, -3.049)
C (2.142, -3.051, -3.024)
C (2.238, -1.815, -2.344)
C (3.419, -1.047, -2.272)
C (3.430, 0.148, -1.591)
C (2.255, 0.599, -0.995)
N (1.129, -0.108, -1.043)
C (1.092, -1.306, -1.695)
H (-1.463, -1.990, -0.189)
H (-2.084, -1.502, -1.602)
H (-1.107, -3.781, -2.426)
H (0.880, -4.675, -3.571)
H (3.020, -3.442, -3.521)
H (4.314, -1.407, -2.766)
H (4.326, 0.747, -1.521)
H (2.223, 1.546, -0.471)
F (-3.887, 3.745, 1.629)
C (-2.774, 3.965, 2.347)
F (-3.112, 4.514, 3.504)
F (-2.010, 4.832, 1.663)
C (-2.022, 2.664, 2.552)
C (-1.758, 2.168, 3.818)
C (-1.056, 0.974, 3.963)
C (-0.640, 0.309, 2.834)
N (-0.900, 0.786, 1.607)
C (-1.576, 1.945, 1.447)
S (-1.806, 2.419, -0.234)
H (-2.098, 2.717, 4.687)
H (-0.837, 0.573, 4.942)
H (-0.087, -0.618, 2.888)

So, what does the Löwdin scheme give us? The charges, in e, come out as: 0.607, 0.111, -0.207, 0.036, -0.007, 0.031, -0.113, 0.075, 0.015, -0.039, 0.027, -0.151, 0.144, 0.146, 0.141, 0.133, 0.140, 0.147, 0.135, 0.142, 0.156, -0.609, 0.188, 0.153, -0.075, 0.076, 0.009, -0.061, -0.036, -0.605, 0.870, 0.149, 0.133, 0.135

C67H72Br3ClF9N2O2 | ωB97M-V/def2-TZVPD

Properties
E_LUMO in eV: -3.0
DFT total energy in eV: -324820.5468
Charge: +1
Spin multiplicity: 1
Gap between HOMO and LUMO in eV: 7.044
Highest occupied orbital energy in eV: -10.059

CARTESIAN COORDINATES (ANGSTROEM)
C (6.480, -4.259, 1.157)
C (5.281, -5.200, 1.020)
C (4.940, -5.519, -0.446)
C (4.530, -6.974, -0.695)
C (5.588, -8.035, -0.308)
C (7.006, -7.540, -0.400)
O (7.729, -7.423, 0.527)
Br (7.650, -7.065, -2.172)
C (3.173, -7.305, -0.099)
Br (3.187, -7.728, 1.796)
N (2.032, -6.269, -0.410)
C (0.880, -7.182, -0.788)
C (-0.505, -6.602, -1.106)
C (-0.920, -6.681, -2.582)
F (-1.266, -5.425, -3.061)
N (1.926, -5.434, 0.746)
C (0.870, -5.102, 1.406)
C (-0.217, -5.991, 1.921)
C (0.832, -3.696, 1.909)
C (2.496, -5.270, -1.476)
Br (2.619, -6.163, -3.230)
C (1.435, -4.194, -1.705)
C (1.691, -3.170, -2.839)
C (0.836, -1.919, -2.495)
C (1.608, -0.764, -1.865)
O (1.285, -0.694, -0.466)
C (3.874, -4.630, -1.151)
Cl (3.761, -3.051, -0.330)
H (6.279, -3.272, 0.747)
H (7.292, -4.667, 0.551)
H (6.823, -4.203, 2.185)
H (5.613, -6.132, 1.480)
H (4.426, -4.876, 1.608)
H (5.851, -5.322, -1.006)
H (4.492, -7.074, -1.779)
H (5.474, -8.459, 0.683)
H (5.514, -8.861, -1.019)
H (2.879, -8.267, -0.503)
H (0.785, -7.864, 0.055)
H (1.172, -7.832, -1.607)
H (-0.657, -5.583, -0.764)
H (-1.237, -7.191, -0.556)
H (-1.799, -7.317, -2.686)
H (-0.144, -7.122, -3.206)
H (0.200, -6.576, 2.744)
H (-1.039, -5.417, 2.332)
H (-0.637, -6.671, 1.195)
H (0.400, -3.053, 1.142)
H (1.866, -3.382, 2.055)
H (0.292, -3.618, 2.848)
H (0.500, -4.643, -2.015)
H (1.235, -3.613, -0.814)
H (1.315, -3.543, -3.785)
H (2.726, -2.849, -2.894)
H (0.035, -2.187, -1.807)
H (0.347, -1.556, -3.398)
H (2.684, -0.858, -2.002)
H (1.294, 0.166, -2.344)
H (2.088, -0.440, -0.003)
H (4.278, -4.398, -2.131)
F (0.260, 5.038, 2.055)
C (0.091, 4.376, 0.887)
C (0.250, 3.007, 0.871)
C (0.062, 2.325, -0.323)
C (-0.266, 3.022, -1.478)
C (-0.417, 4.402, -1.438)
C (-0.245, 5.089, -0.245)
H (0.514, 2.486, 1.782)
H (0.174, 1.249, -0.343)
H (-0.409, 2.491, -2.410)
H (-0.673, 4.947, -2.336)
H (-0.372, 6.162, -0.188)
F (-4.937, 1.041, 1.664)
C (-4.763, 2.373, 1.503)
C (-3.517, 2.916, 1.741)
C (-3.341, 4.280, 1.568)
C (-4.404, 5.081, 1.173)
C (-5.648, 4.512, 0.941)
C (-5.832, 3.145, 1.102)
H (-2.701, 2.277, 2.055)
H (-2.370, 4.719, 1.746)
H (-4.260, 6.146, 1.044)
H (-6.480, 5.130, 0.632)
H (-6.792, 2.682, 0.918)
F (-6.085, 5.093, -3.845)
C (-6.340, 3.787, -3.602)
C (-7.120, 3.085, -4.498)
C (-7.375, 1.745, -4.245)
C (-6.858, 1.134, -3.110)
C (-6.079, 1.865, -2.223)
C (-5.813, 3.204, -2.470)
H (-7.517, 3.582, -5.373)
H (-7.980, 1.176, -4.938)
H (-7.063, 0.089, -2.917)
H (-5.676, 1.395, -1.336)
H (-5.201, 3.789, -1.796)
F (-4.765, 6.217, 5.628)
C (-3.701, 6.957, 5.261)
C (-3.628, 8.273, 5.670)
C (-2.527, 9.028, 5.292)
C (-1.527, 8.466, 4.511)
C (-1.624, 7.140, 4.109)
C (-2.717, 6.374, 4.489)
H (-4.422, 8.693, 6.273)
H (-2.452, 10.059, 5.609)
H (-0.673, 9.061, 4.216)
H (-0.849, 6.700, 3.497)
H (-2.810, 5.338, 4.193)
F (5.042, -3.706, -4.082)
C (6.287, -3.204, -3.862)
C (7.209, -3.231, -4.886)
C (8.475, -2.716, -4.648)
C (8.798, -2.196, -3.401)
C (7.851, -2.185, -2.387)
C (6.578, -2.689, -2.616)
H (6.938, -3.647, -5.847)
H (9.211, -2.721, -5.439)
H (9.788, -1.800, -3.221)
H (8.102, -1.785, -1.414)
H (5.820, -2.687, -1.843)
F (-2.790, -4.323, 3.778)
C (-2.599, -3.152, 4.438)
C (-2.643, -1.974, 3.721)
C (-2.442, -0.772, 4.383)
C (-2.193, -0.764, 5.748)
C (-2.149, -1.961, 6.450)
C (-2.358, -3.167, 5.796)
H (-2.833, -2.001, 2.656)
H (-2.482, 0.157, 3.831)
H (-2.035, 0.173, 6.264)
H (-1.954, -1.958, 7.514)
H (-2.338, -4.108, 6.330)
F (3.632, 1.551, 5.226)
C (3.499, 2.896, 5.274)
C (2.428, 3.482, 4.633)
C (2.292, 4.861, 4.684)
C (3.225, 5.630, 5.366)
C (4.296, 5.017, 6.002)
C (4.438, 3.637, 5.962)
H (1.715, 2.864, 4.103)
H (1.454, 5.333, 4.191)
H (3.117, 6.705, 5.401)
H (5.026, 5.614, 6.531)
H (5.261, 3.138, 6.456)
F (-6.432, 5.993, -7.829)
C (-6.714, 7.191, -7.270)
C (-7.250, 8.186, -8.060)
C (-7.542, 9.411, -7.478)
C (-7.289, 9.624, -6.130)
C (-6.746, 8.605, -5.358)
C (-6.456, 7.373, -5.927)
H (-7.433, 8.001, -9.110)
H (-7.968, 10.202, -8.081)
H (-7.517, 10.581, -5.682)
H (-6.545, 8.769, -4.308)
H (-6.040, 6.566, -5.344)

Here are the Löwdin charges for atoms 1 to 99, given in e: -0.083, -0.261, -0.298, -0.333, -0.159, -0.800, 0.078, 0.774, -0.514, 0.920, -0.167, -0.137, -0.146, -0.189, -0.043, 0.067, -0.326, 0.003, 0.008, -0.608, 1.004, -0.257, -0.188, -0.155, -0.243, -0.110, -0.553, 0.827, 0.045, 0.073, 0.084, 0.081, 0.079, 0.089, 0.077, 0.083, 0.131, 0.094, 0.117, 0.097, 0.113, 0.115, 0.126, 0.085, 0.107, 0.078, 0.050, 0.096, 0.085, 0.086, 0.077, 0.071, 0.101, 0.083, 0.116, 0.115, 0.101, 0.107, 0.079, 0.053, 0.037, -0.302, -0.018, -0.074, -0.085, -0.070, -0.017, 0.110, 0.079, 0.100, 0.109, 0.123, 0.044, -0.287, -0.009, -0.085, -0.080, -0.082, -0.031, 0.106, 0.082, 0.108, 0.112, 0.123, 0.041, -0.273, -0.010, -0.080, -0.093, -0.082, -0.014, 0.120, 0.106, 0.100, 0.096, 0.108, 0.059, -0.284, -0.015

C40H66N3O5SSi2W | ωB97M-V/def2-TZVPD

Properties
ΔE to the lowest compared entry with this formula, charge and spin in kcal/mol: 15.21
E_LUMO (spin up / spin down) in eV: -4.5 / -4.3
DFT total energy in eV: -85673.4274
Charge: +1
Spin multiplicity: 3
Gap between HOMO and LUMO (spin up / spin down) in eV: 5.531 / 5.749
Highest occupied orbital energy (spin up / spin down) in eV: -9.986 / -10.015
⟨S²⟩: 2.017

CARTESIAN COORDINATES (ANGSTROEM)
W (-0.054, 0.210, 0.742)
C (-2.154, 1.430, -9.068)
O (-2.112, 0.744, -7.835)
C (-1.005, 0.063, -7.483)
C (-1.096, -0.612, -6.260)
C (-0.025, -1.293, -5.747)
C (1.184, -1.354, -6.458)
C (1.251, -0.749, -7.717)
C (0.185, -0.026, -8.211)
N (2.262, -2.067, -5.979)
N (2.541, -2.158, -4.784)
C (2.129, -1.332, -3.775)
C (2.216, 0.058, -3.917)
C (1.868, 0.934, -2.903)
C (1.334, 0.434, -1.717)
O (0.817, 1.155, -0.736)
C (1.300, -0.964, -1.525)
N (0.774, -1.347, -0.313)
C (0.842, -2.654, -0.018)
C (1.316, -3.604, -0.909)
C (1.745, -3.235, -2.174)
C (1.763, -1.873, -2.505)
H (-3.118, 1.936, -9.087)
H (-2.093, 0.734, -9.908)
H (-1.356, 2.173, -9.140)
H (-2.040, -0.569, -5.740)
H (-0.118, -1.831, -4.815)
H (2.166, -0.810, -8.283)
H (0.288, 0.460, -9.167)
H (2.569, 0.455, -4.856)
H (1.944, 1.998, -3.058)
H (0.491, -2.943, 0.972)
H (1.331, -4.644, -0.624)
H (2.084, -3.971, -2.883)
C (4.527, 1.303, 2.215)
C (3.796, 0.046, 1.753)
C (4.351, -1.169, 2.489)
C (3.942, -0.133, 0.244)
O (2.371, 0.179, 2.004)
Si (1.735, 0.422, 3.507)
S (-0.369, 0.573, 3.032)
O (2.320, 1.748, 4.171)
C (1.934, 3.055, 4.602)
C (3.224, 3.728, 5.073)
C (1.314, 3.813, 3.428)
C (0.951, 2.913, 5.760)
O (2.108, -0.817, 4.441)
C (1.552, -1.860, 5.241)
C (0.818, -2.830, 4.313)
C (2.739, -2.539, 5.928)
C (0.602, -1.265, 6.276)
H (5.558, 1.272, 1.874)
H (4.510, 1.372, 3.298)
H (4.046, 2.184, 1.800)
H (5.367, -1.360, 2.151)
H (3.741, -2.045, 2.282)
H (4.358, -0.995, 3.562)
H (4.993, -0.139, -0.025)
H (3.456, 0.690, -0.276)
H (3.500, -1.077, -0.072)
H (3.928, 3.819, 4.251)
H (3.681, 3.126, 5.853)
H (3.014, 4.717, 5.469)
H (2.010, 3.844, 2.592)
H (1.078, 4.830, 3.724)
H (0.397, 3.323, 3.102)
H (1.405, 2.310, 6.542)
H (0.041, 2.422, 5.426)
H (0.699, 3.887, 6.170)
H (1.505, -3.214, 3.562)
H (-0.001, -2.308, 3.816)
H (0.411, -3.664, 4.876)
H (3.428, -2.942, 5.190)
H (2.394, -3.346, 6.566)
H (3.274, -1.815, 6.537)
H (-0.235, -0.778, 5.782)
H (1.129, -0.531, 6.878)
H (0.221, -2.043, 6.931)
C (-4.245, 2.453, -0.469)
C (-3.075, 1.913, 0.360)
C (-1.893, 2.888, 0.232)
C (-3.522, 1.936, 1.824)
Si (-2.409, 0.099, -0.173)
C (-3.401, -1.401, 0.689)
C (-4.920, -1.277, 0.601)
C (-2.997, -2.756, 0.097)
C (-2.993, -1.453, 2.165)
C (-2.532, -0.050, -2.160)
C (-3.965, -0.168, -2.677)
C (-1.799, -1.295, -2.655)
C (-1.856, 1.155, -2.832)
H (-4.553, 3.422, -0.079)
H (-5.101, 1.786, -0.408)
H (-3.977, 2.591, -1.511)
H (-2.144, 3.839, 0.699)
H (-1.642, 3.080, -0.809)
H (-0.981, 2.486, 0.745)
H (-3.812, 2.950, 2.099)
H (-2.719, 1.623, 2.489)
H (-4.385, 1.298, 1.982)
H (-5.256, -1.236, -0.429)
H (-5.278, -0.388, 1.108)
H (-5.391, -2.141, 1.070)
H (-3.479, -2.933, -0.859)
H (-3.311, -3.559, 0.764)
H (-1.916, -2.826, -0.027)
H (-3.237, -0.537, 2.691)
H (-1.907, -1.618, 2.245)
H (-3.504, -2.273, 2.668)
H (-4.401, -1.115, -2.374)
H (-3.963, -0.143, -3.766)
H (-4.597, 0.636, -2.327)
H (-2.192, -2.206, -2.228)
H (-0.741, -1.236, -2.438)
H (-1.914, -1.370, -3.730)
H (-2.505, 2.025, -2.850)
H (-1.604, 0.918, -3.865)
H (-0.936, 1.432, -2.322)

Here are the Löwdin charges for atoms 1 to 99, given in e: 1.276, -0.066, -0.068, -0.265, 0.005, -0.017, -0.285, 0.000, -0.002, 0.100, 0.078, -0.226, 0.017, 0.047, -0.377, -0.231, -0.216, -0.072, -0.083, -0.009, 0.063, -0.093, 0.098, 0.102, 0.097, 0.106, 0.101, 0.119, 0.110, 0.129, 0.135, 0.124, 0.119, 0.130, -0.016, -0.602, -0.017, -0.007, -0.227, -0.083, 0.441, -0.129, -0.627, -0.015, -0.021, -0.017, -0.126, -0.624, -0.020, -0.014, -0.016, 0.099, 0.080, 0.094, 0.100, 0.088, 0.081, 0.099, 0.084, 0.081, 0.084, 0.092, 0.092, 0.088, 0.095, 0.046, 0.090, 0.067, 0.094, 0.081, 0.052, 0.095, 0.084, 0.092, 0.093, 0.068, 0.091, 0.095, -0.087, -0.616, -0.112, -0.115, 0.804, -0.622, -0.077, -0.103, -0.145, -0.581, -0.075, -0.090, -0.077, 0.091, 0.079, 0.060, 0.094, 0.075, 0.016, 0.091, 0.009

C3H12N3 | ωB97M-V/def2-TZVPD

Properties
ΔE to the lowest compared entry with this formula, charge and spin in kcal/mol: 122.06
E_LUMO in eV: -3.4
DFT total energy in eV: -7765.3376
Charge: +1
Spin multiplicity: 1
Gap between HOMO and LUMO in eV: 10.677
Highest occupied orbital energy in eV: -14.119

CARTESIAN COORDINATES (ANGSTROEM)
C (-1.431, 1.556, -1.924)
C (-1.715, -0.134, 1.975)
C (-0.728, -0.592, 1.277)
N (2.509, 0.089, 0.338)
N (0.315, -0.864, 0.707)
N (0.296, -1.858, -0.262)
H (-0.245, 1.985, -2.067)
H (-1.678, 0.922, -2.622)
H (-2.040, 2.439, -1.601)
H (-2.109, -0.551, 2.887)
H (-1.262, 0.763, -1.121)
H (-2.365, 0.827, 1.732)
H (2.218, 0.495, -0.578)
H (3.212, -0.662, 0.261)
H (1.316, -0.327, 0.905)
H (1.092, -2.331, -0.697)
H (-0.348, -2.604, -0.021)
H (2.962, 0.849, 0.810)

So, what does the Löwdin scheme give us? The charges, in e, come out as: -0.037, 0.108, -0.106, 0.097, -0.034, 0.080, 0.094, -0.070, 0.041, 0.078, -0.009, 0.146, 0.114, 0.107, 0.081, 0.118, 0.112, 0.081